# C14H48AgF2NO18S2

C14H48AgF2NO18S2 as an isolated structure in a non-equilibrium geometry (ωB97M-V/def2-TZVPD, OMol25).

```
86
C14H48AgF2NO18S2 ωB97M-V/def2-TZVPD
Ag 22.12119 -2.45559 -19.27498
O 22.87680 -2.34915 -21.49865
C 23.75692 -1.33418 -21.94526
C 23.57343 -0.81396 -23.45360
O 23.28244 -1.73493 -24.51582
H 24.73789 -1.80848 -21.91658
H 23.80926 -0.48264 -21.26685
H 24.39054 -0.17309 -23.78485
H 22.70942 -0.15419 -23.37427
O 23.85993 -5.01593 -23.80303
C 23.53699 -6.25106 -23.13224
C 22.51111 -6.19252 -21.93509
O 21.32770 -5.41846 -22.09772
H 24.45516 -6.73574 -22.80034
H 23.18448 -6.98200 -23.85996
H 23.06048 -5.65677 -21.16097
H 22.37904 -7.18654 -21.50780
N 23.68238 -3.78075 -18.57796
S 25.16562 -4.05775 -18.87356
O 25.35809 -4.94548 -20.02115
O 26.14922 -4.09781 -17.77771
F 25.41878 -2.59077 -19.39741
S 23.57369 -5.20497 -17.54120
O 23.70600 -4.95912 -16.11199
O 24.14887 -6.45277 -17.96363
F 22.01016 -5.43775 -17.72858
C 19.93595 -4.64999 -15.22497
O 21.18144 -4.04048 -14.98730
H 19.87826 -5.43248 -15.98159
H 19.65363 -5.05047 -14.25132
H 19.14850 -3.97441 -15.55906
H 21.85139 -4.66578 -14.70136
C 28.32343 -2.41466 -20.92744
O 28.57601 -3.21724 -19.78667
H 27.83343 -1.47775 -20.66251
H 29.17127 -2.22613 -21.58603
H 27.59106 -2.88317 -21.58488
H 29.16060 -3.94087 -20.02378
C 24.35880 -0.44002 -17.74867
O 23.36294 -0.51425 -18.67778
H 24.47670 -1.33732 -17.14117
H 25.32412 -0.25774 -18.22093
H 24.06584 0.40672 -17.12794
H 23.40531 0.25663 -19.24836
C 24.01377 -2.35600 -13.68481
O 23.88024 -2.88769 -12.38804
H 24.65402 -1.47495 -13.64073
H 24.41505 -3.08141 -14.39251
H 23.07065 -1.94286 -14.04250
H 23.71583 -3.82958 -12.47418
C 25.34871 -8.35283 -20.27660
O 26.25954 -9.35318 -20.73053
H 24.37174 -8.61057 -20.68548
H 25.20389 -8.33233 -19.19646
H 25.63702 -7.35221 -20.59869
H 25.97065 -9.53279 -21.62824
C 20.79478 -8.40136 -18.61252
O 20.05437 -9.52151 -19.01745
H 21.85378 -8.59256 -18.78588
H 20.53458 -7.50136 -19.16966
H 20.68888 -8.20327 -17.54592
H 19.15279 -9.23782 -19.18562
C 28.07166 -6.20143 -22.40350
O 27.06525 -5.49453 -23.11138
H 28.01826 -5.96735 -21.34027
H 27.90023 -7.27705 -22.36174
H 29.08277 -5.97051 -22.73881
H 26.49540 -5.25721 -22.37617
C 28.21957 -1.35264 -16.48246
O 27.90685 -0.79432 -17.71748
H 27.59925 -2.24819 -16.44654
H 29.26803 -1.64406 -16.41999
H 27.89161 -0.84930 -15.57295
H 27.87643 -1.48244 -18.38618
C 27.61699 -6.90089 -17.80901
O 28.78792 -7.64650 -17.74384
H 26.87342 -7.36790 -17.16317
H 27.87754 -5.90268 -17.45716
H 27.31785 -6.84027 -18.85540
H 28.74900 -8.31956 -18.42727
C 24.85188 -7.75206 -14.28645
O 23.62416 -7.98232 -13.55849
H 25.28375 -8.65946 -14.70859
H 24.67396 -7.01454 -15.06907
H 25.62881 -7.30541 -13.66598
H 23.15357 -8.65751 -14.05272
```

Computed properties:
Net charge   -3
Spin multiplicity   2
Energy   -3113.66669 a.u.